The following is a DFT calculation (wB97M-V/def2-TZVPD) of a molecular structure, C48H49BrCaN6O9P4S.

```
119
Properties=species:S:1:pos:R:3:forces:R:3
Ca -0.4977 -0.4733 0.1883 -0.56 0.17 -0.26
O 1.4974 0.1935 1.1174 0.19 0.08 -0.03
N 0.8130 0.8038 2.1273 0.03 -0.04 -0.02
C 1.5040 1.6546 2.7760 -0.02 0.01 0.02
C 0.9646 2.5307 3.8221 -0.02 0.01 -0.01
C 1.8968 3.0797 4.7076 0.01 0.01 -0.03
C 1.5121 3.9415 5.7163 0.00 0.00 0.02
C 0.1728 4.2782 5.8483 0.01 0.00 0.01
C -0.7600 3.7476 4.9732 0.00 0.01 -0.03
C -0.3933 2.8727 3.9499 0.01 -0.02 0.05
P -1.6553 2.1823 2.8029 -0.02 0.04 -0.05
C -3.0402 3.3734 3.0247 -0.01 -0.01 -0.01
C -4.0218 3.3225 4.0133 -0.01 -0.01 -0.01
C -5.0391 4.2659 4.0502 0.01 0.00 0.00
C -5.0856 5.2832 3.1068 0.01 0.00 0.00
C -4.1085 5.3543 2.1241 0.00 0.00 0.01
C -3.1024 4.3997 2.0820 0.00 0.00 -0.01
C -2.2138 0.7306 3.7695 -0.01 -0.01 0.00
C -3.4907 0.2133 3.5545 0.02 -0.03 -0.06
C -3.9061 -0.9426 4.1960 -0.01 0.01 -0.01
C -3.0438 -1.6099 5.0534 -0.01 0.01 0.00
C -1.7696 -1.1090 5.2682 -0.01 -0.03 -0.01
C -1.3572 0.0528 4.6331 -0.01 0.02 -0.03
H 1.6498 -1.4008 0.8047 0.06 0.07 -0.03
H 2.5656 1.7492 2.5400 0.00 -0.01 0.01
H 2.9411 2.8136 4.5928 0.00 0.00 0.00
H 2.2508 4.3500 6.3936 0.00 0.00 0.00
H -0.1477 4.9535 6.6312 0.00 0.00 0.00
H -1.7989 4.0260 5.0875 0.01 0.00 0.00
H -3.9942 2.5371 4.7583 0.00 -0.01 0.00
H -5.7967 4.2077 4.8215 0.00 0.00 0.00
H -5.8808 6.0170 3.1377 0.00 0.00 0.00
H -4.1353 6.1467 1.3865 0.00 0.00 0.00
H -2.3478 4.4460 1.3027 0.00 0.00 0.00
H -4.1737 0.7261 2.8876 -0.03 0.00 -0.08
H -4.9038 -1.3255 4.0187 0.00 0.00 0.00
H -3.3594 -2.5222 5.5425 0.00 0.00 -0.01
H -1.0855 -1.6297 5.9259 0.00 0.00 0.00
H -0.3561 0.4251 4.8078 -0.01 -0.01 0.01
O -1.8929 -3.9634 3.0447 0.00 0.02 0.02
P -1.1822 -3.3317 1.7728 0.14 -0.02 0.14
O -1.4786 -4.1154 0.5246 -0.01 -0.07 0.03
O -1.4231 -1.8626 1.7757 -0.06 -0.10 -0.22
O 0.3924 -3.6109 2.1184 -0.01 -0.02 0.01
P 1.5507 -3.5808 1.0035 0.00 0.04 0.00
O 1.0882 -4.6490 -0.0525 0.02 0.00 -0.02
O 2.8885 -3.7585 1.5420 0.01 0.01 0.02
O 1.2992 -2.1787 0.2668 0.09 -0.24 0.22
H -1.7458 -4.9141 3.1095 -0.03 -0.01 -0.03
H 0.1020 -4.6769 -0.0630 -0.02 0.01 -0.02
C -1.1010 3.1671 -3.1254 0.01 -0.01 -0.01
N -0.0143 3.3077 -2.1757 -0.03 0.00 0.03
C 0.3825 2.2883 -1.3705 0.09 0.00 -0.10
N 1.4141 2.5120 -0.5367 -0.03 0.05 0.00
O -0.1961 1.1885 -1.4102 -0.04 0.13 0.17
H -0.7603 3.3868 -4.1375 0.00 0.00 0.00
H -1.9324 3.8300 -2.8788 0.00 0.00 0.00
H -1.4470 2.1369 -3.0904 0.00 0.00 0.00
H 0.4810 4.1801 -2.1291 0.01 -0.01 -0.01
H 1.9099 3.3835 -0.5192 0.00 0.00 -0.01
H 1.7564 1.7040 -0.0144 -0.01 0.00 0.04
Br -7.3726 1.6642 -0.0993 0.00 0.00 0.00
C -5.5654 1.1205 -0.1066 0.01 0.01 0.02
C -4.5656 2.0552 -0.3034 0.02 -0.01 0.00
C -3.2555 1.6036 -0.2807 -0.02 0.02 0.01
N -2.9188 0.3335 -0.0701 0.00 0.11 0.23
C -3.8999 -0.5501 0.1102 0.01 -0.02 0.02
C -5.2415 -0.2091 0.0960 0.00 0.01 0.03
H -4.7889 3.1016 -0.4527 0.00 -0.01 0.00
H -2.4371 2.2972 -0.4309 0.01 0.00 0.02
H -3.5950 -1.5753 0.2793 0.00 0.00 0.01
H -6.0032 -0.9592 0.2502 0.00 0.00 0.00
C 5.6021 1.9137 -5.1815 0.01 -0.01 -0.01
C 4.8635 2.5994 -4.2317 0.00 0.00 0.02
C 4.1671 1.8942 -3.2566 0.04 0.01 0.02
C 4.2028 0.5037 -3.2145 -0.01 0.05 0.07
C 4.9421 -0.1738 -4.1839 -0.02 0.01 -0.03
C 5.6379 0.5237 -5.1569 0.01 0.01 -0.01
P 3.2449 -0.3222 -1.8747 -0.03 -0.15 -0.03
C 2.5305 -1.7053 -2.8460 0.02 0.06 -0.10
C 2.5505 -3.0459 -2.4764 -0.03 0.04 0.08
C 1.9061 -4.0022 -3.2525 -0.02 0.00 0.02
C 1.2444 -3.6332 -4.4127 0.01 0.01 -0.01
C 1.2068 -2.2942 -4.7820 -0.01 0.01 0.00
C 1.8292 -1.3404 -3.9976 0.01 -0.04 -0.02
C 4.5658 -1.0919 -0.8650 0.03 -0.05 -0.01
C 5.4937 -2.0284 -1.3240 -0.02 0.02 -0.04
C 6.4669 -2.5310 -0.4775 -0.01 -0.01 -0.02
C 6.5320 -2.1035 0.8428 -0.01 0.02 0.02
C 5.6190 -1.1744 1.3112 0.02 -0.02 0.00
C 4.6404 -0.6753 0.4617 -0.04 -0.03 0.03
H 6.1456 2.4565 -5.9443 0.00 0.00 0.00
H 4.8264 3.6816 -4.2491 0.00 0.00 0.00
H 3.5838 2.4263 -2.5130 0.00 -0.01 -0.01
H 4.9577 -1.2563 -4.1909 -0.02 0.00 -0.01
H 6.2075 -0.0160 -5.9030 0.00 0.00 0.00
H 3.0460 -3.3535 -1.5644 0.09 0.01 -0.04
H 1.9198 -5.0375 -2.9364 0.01 0.00 0.01
H 0.7526 -4.3837 -5.0199 0.00 -0.01 0.00
H 0.6858 -1.9850 -5.6791 -0.01 0.00 -0.02
H 1.7730 -0.2956 -4.2838 0.01 -0.02 -0.01
H 5.4541 -2.3775 -2.3475 -0.02 -0.02 -0.02
H 7.1719 -3.2659 -0.8449 0.00 0.00 0.00
H 7.2865 -2.5069 1.5060 0.00 0.00 0.00
H 5.6546 -0.8491 2.3431 -0.01 -0.01 0.00
H 3.8974 0.0181 0.8371 0.02 0.02 0.00
C -2.2789 -2.6812 -5.4544 0.00 0.00 0.00
N -2.1249 -3.4691 -4.2510 0.01 0.02 -0.01
C -2.1624 -4.8542 -4.1977 0.00 0.01 0.00
C -2.0145 -5.2035 -2.9057 -0.01 0.00 0.00
N -1.8932 -4.0353 -2.1862 0.03 0.00 -0.02
C -1.9515 -2.9647 -3.0022 -0.10 -0.01 0.01
S -1.8904 -1.3369 -2.5473 0.21 -0.06 0.06
H -3.2384 -2.8988 -5.9227 -0.01 0.01 0.01
H -1.4755 -2.9009 -6.1566 0.01 -0.01 0.00
H -2.2400 -1.6319 -5.1733 0.02 0.00 0.00
H -2.2913 -5.4532 -5.0810 0.01 0.00 0.00
H -1.9901 -6.1704 -2.4376 0.01 0.00 0.00
H -1.8083 -3.9585 -1.1668 0.03 -0.02 0.02
```
Positions in Å, forces in eV/Å.

Computed properties:
orbital gap	7.8	eV
ΔE to the lowest compared entry with this formula, charge and spin	20.8	kcal per mole
total charge	0
E_HOMO	-7.584	eV

***

The following is a DFT calculation (wB97M-V/def2-TZVPD) of a single C31H29F17I2N2O2Si molecule in a non-equilibrium geometry.

```
84
Properties=species:S:1:pos:R:3:forces:R:3
C 4.0486 1.0261 4.9725 -5.94 -7.59 -3.46
C 3.2504 0.0314 4.3336 4.85 6.10 4.58
C 2.1999 -1.0808 3.6570 -0.35 1.60 0.13
C 1.7716 -0.6445 2.0991 0.03 0.01 -2.89
C 2.5669 -1.2962 0.7764 -2.90 2.16 1.18
C 3.7856 -2.3100 1.1791 -0.42 0.90 0.08
C 5.0410 -1.4210 1.8386 3.92 -4.85 4.37
O 5.9004 -2.0531 2.6519 -5.59 4.13 -5.30
I 5.3789 0.6973 1.4056 -0.34 -1.39 0.01
C 2.1128 -0.8974 -0.7848 -2.26 2.43 2.73
C 2.9043 -1.5846 -2.0395 -1.40 -1.69 1.23
I 4.7117 -0.4370 -2.6750 -1.12 -0.71 0.31
C 1.9750 -2.0673 -3.3030 0.05 -0.27 -0.75
C 0.6111 -2.8878 -2.8764 -0.08 -0.37 -0.56
C 0.8735 0.2218 -0.9287 1.54 -1.53 1.59
C 0.3697 0.7518 -2.4331 0.32 -0.12 -0.06
C 1.5755 1.5992 -3.2276 -1.87 -0.50 -0.03
O 2.2824 2.3583 -2.1882 0.46 0.58 -2.92
Si 3.3072 3.6231 -2.8335 0.45 1.23 0.96
C 2.8873 4.2149 -4.6137 -1.13 0.28 -1.36
C 3.1354 5.2114 -1.6899 0.71 0.88 0.14
C 5.2112 3.2014 -2.8101 -0.04 -1.38 0.51
C 0.1059 0.8560 0.4176 -0.03 0.03 0.33
N -1.0112 1.8244 0.1519 0.71 -0.87 5.75
C -1.6705 2.3568 1.3830 3.10 -2.07 -0.04
C -2.9130 3.4132 1.2180 1.23 -0.38 -0.73
C -4.1435 2.6368 0.4655 0.03 0.74 -0.51
C -5.4191 2.2548 1.4213 -0.93 2.03 -0.46
F -6.6438 2.3864 0.5458 3.40 -0.96 2.89
F -5.6425 3.2679 2.5203 0.81 -3.08 -3.26
C -5.3118 0.8010 2.1763 -1.72 1.53 2.76
F -6.5336 0.7104 3.0612 3.97 0.04 -2.76
F -4.1570 0.8840 3.1096 -3.35 -0.62 -3.20
C -5.3038 -0.5019 1.1828 -2.00 -1.13 -1.51
F -6.5635 -1.2711 1.5074 4.59 2.16 -1.15
F -5.4337 -0.1608 -0.2753 0.50 -0.73 4.69
C -3.9432 -1.4377 1.2936 0.89 -0.03 1.55
F -3.9710 -2.0210 2.6798 0.38 1.85 -4.42
F -2.6815 -0.6351 1.0749 -4.49 -2.60 1.01
C -3.8774 -2.6681 0.2137 0.24 0.19 -2.95
F -5.1828 -3.2583 -0.1564 4.20 1.94 1.56
F -3.3075 -2.0972 -1.0639 -1.97 -1.65 4.12
C -2.8244 -3.8686 0.6628 2.13 -0.17 -2.02
F -1.6596 -3.3697 1.4523 -4.14 -1.54 -2.39
F -2.2355 -4.3741 -0.6334 -1.80 1.53 4.30
C -3.5447 -5.1639 1.3631 -0.30 -1.80 0.32
F -4.6747 -4.8450 2.2658 3.58 -0.94 -3.41
F -3.9202 -6.1059 0.2565 0.76 3.22 3.93
C -2.4304 -5.9803 2.3058 0.73 -2.57 2.08
F -2.2017 -5.2847 3.6273 -0.55 -2.33 -5.04
F -1.1633 -6.2681 1.5951 -4.50 1.38 2.66
F -3.0127 -7.3245 2.6746 2.00 4.74 -1.36
C -1.1514 1.9334 2.8650 1.24 -1.13 -0.79
N -0.0456 0.9833 3.2307 -3.18 2.50 -6.86
C 0.5271 0.4614 1.9401 1.66 -1.26 -0.61
H 4.6081 1.6099 5.8369 -1.45 -1.54 -2.51
H 1.2343 -1.0287 4.3578 2.12 0.10 -1.74
H 2.5855 -2.1816 3.7359 -0.30 2.37 -0.28
H 4.2721 -2.9113 0.3084 -0.99 1.35 1.34
H 3.3771 -3.1293 1.9458 1.20 2.07 -1.48
H 3.3693 -2.6042 -1.6249 -0.99 2.44 -0.78
H 2.6431 -2.8037 -3.9639 -1.32 1.75 1.55
H 1.6495 -1.2023 -4.0206 0.91 -1.47 1.55
H -0.3633 -2.3660 -3.3230 2.18 -1.06 1.12
H 0.6853 -3.9491 -3.4111 -0.31 2.20 1.46
H 0.4866 -2.9988 -1.7109 0.27 0.16 -2.41
H -0.5278 1.5005 -2.3875 1.76 -1.54 0.58
H -0.0265 -0.1586 -3.0971 1.10 1.91 1.57
H 0.9728 2.2950 -3.9886 1.39 -1.26 1.67
H 2.2486 0.9143 -3.8959 -0.93 1.19 1.57
H 1.8930 4.8745 -4.6532 2.12 -1.41 0.17
H 2.6755 3.2888 -5.3065 0.63 1.87 1.05
H 3.7544 4.8831 -5.0624 -1.70 -1.52 0.94
H 2.4197 6.0257 -2.1694 1.24 -1.80 1.26
H 2.8750 4.9467 -0.5803 0.28 0.68 -2.11
H 4.2146 5.7226 -1.6814 -2.27 -1.08 0.06
H 5.3600 2.5077 -1.8509 0.02 1.61 -1.96
H 5.9002 4.1545 -2.7679 -1.40 -2.03 -0.21
H 5.4028 2.5096 -3.7382 0.07 1.46 1.68
H -3.1892 3.9327 2.2288 0.45 -1.28 -1.93
H -2.5330 4.2647 0.4739 -0.82 -1.93 1.66
H -4.5504 3.3743 -0.3762 0.56 -1.76 1.99
H -3.6700 1.7008 -0.1035 -1.37 1.89 1.44
H -1.7264 2.4374 3.7827 1.49 -1.30 -2.19
```
Positions in Å, forces in eV/Å.

Computed properties:
SMILES string	C#CCc1c(CC(=O)I)c([C@H](I)CC)c(CCO[Si](C)(C)C)c2nc(CCC(F)(F)C(F)(F)C(F)(F)C(F)(F)C(F)(F)C(F)(F)C(F)(F)C(F)(F)F)cnc12
orbital gap	6.7	eV
total charge	0
E_HOMO	-8.307	eV

***

Question: Which formula does entry 1 have?
Answer: C48H49BrCaN6O9P4S